# 1
DFT (ωB97M-V/def2-TZVPD) results for a single C26H30N4O5 molecule.

Values from the calculation:
HOMO-LUMO gap in eV: 9.05
Structure (SMILES): CC(C)(C)NC(=O)[C@@H](c1ccc(O)cc1)N(Cc1ccco1)C(=O)CCC(=O)Nc1ccccn1
Lowest unoccupied orbital energy in eV: 0.598
HOMO energy in eV: -8.45
Relative energy (zero: lowest compared OMol25 entry of this formula, charge and spin) in kJ/mol: 85.6

Atoms and positions in Å:
1 C 1.179 3.446 1.162
2 C 0.343 2.922 -0.003
3 C -0.590 4.016 -0.527
4 C 1.249 2.409 -1.124
5 N -0.463 1.818 0.523
6 C -1.399 1.139 -0.155
7 O -1.716 1.327 -1.312
8 C -2.052 0.036 0.706
9 C -3.542 -0.097 0.494
10 C -4.182 -1.298 0.776
11 C -5.549 -1.427 0.625
12 C -6.308 -0.345 0.194
13 O -7.655 -0.423 0.031
14 C -5.676 0.865 -0.073
15 C -4.309 0.985 0.081
16 N -1.361 -1.220 0.431
17 C -1.542 -1.783 -0.893
18 C -0.265 -1.781 -1.681
19 C 0.144 -2.547 -2.733
20 C 1.439 -2.087 -3.075
21 C 1.719 -1.082 -2.205
22 O 0.694 -0.889 -1.356
23 C -0.382 -1.605 1.277
24 O -0.018 -0.891 2.204
25 C 0.162 -3.011 1.091
26 C 1.479 -3.209 1.846
27 C 2.613 -2.566 1.064
28 O 3.311 -3.200 0.303
29 N 2.731 -1.228 1.294
30 C 3.669 -0.348 0.776
31 C 4.660 -0.723 -0.136
32 C 5.549 0.244 -0.562
33 C 5.435 1.540 -0.076
34 C 4.416 1.806 0.820
35 N 3.550 0.896 1.234
36 H 1.819 2.656 1.549
37 H 1.805 4.270 0.829
38 H 0.534 3.806 1.961
39 H -0.008 4.858 -0.891
40 H -1.196 3.629 -1.340
41 H -1.248 4.363 0.267
42 H 0.644 1.983 -1.920
43 H 1.915 1.642 -0.737
44 H 1.846 3.221 -1.530
45 H -0.173 1.452 1.419
46 H -1.870 0.255 1.766
47 H -3.608 -2.144 1.126
48 H -6.032 -2.370 0.847
49 H -7.962 -1.310 0.251
50 H -6.274 1.701 -0.398
51 H -3.837 1.930 -0.133
52 H -2.280 -1.155 -1.404
53 H -1.940 -2.803 -0.844
54 H -0.407 -3.335 -3.203
55 H 2.070 -2.461 -3.854
56 H 2.581 -0.457 -2.084
57 H 0.308 -3.252 0.039
58 H -0.595 -3.693 1.491
59 H 1.694 -4.275 1.927
60 H 1.400 -2.773 2.842
61 H 2.047 -0.794 1.908
62 H 4.716 -1.739 -0.485
63 H 6.326 -0.011 -1.268
64 H 6.116 2.317 -0.384
65 H 4.277 2.797 1.232


# 2
DFT (ωB97M-V/def2-TZVPD) results for a molecular structure, C38H92Cu2N6O18 at a distorted geometry.

Values from the calculation:
HOMO-LUMO gap (spin up / spin down) in eV: 4.92 / 2.02
Spin multiplicity: 3
Lowest unoccupied orbital energy (spin up / spin down) in eV: -5.981 / -8.875
HOMO energy (spin up / spin down) in eV: -10.90 / -10.89
Total charge: +2

Atoms and positions in Å:
1 Cu 2.625 2.712 -2.799
2 Cu -2.179 3.625 1.427
3 O 0.022 -1.738 0.064
4 C 0.091 -0.443 -0.081
5 O -0.718 0.255 0.520
6 O 0.970 0.060 -0.741
7 H -0.643 -1.669 0.753
8 O 3.162 5.920 2.220
9 C 2.278 5.206 1.484
10 O 2.631 4.594 0.476
11 O 1.087 5.215 1.866
12 H 2.598 6.062 2.983
13 C -3.927 -5.130 7.892
14 O -3.875 -4.677 6.489
15 C -2.698 -3.829 6.364
16 C -2.834 -3.210 4.935
17 N -2.823 -4.229 3.812
18 C -1.783 -5.261 3.808
19 C -2.059 -6.226 2.620
20 O -3.221 -6.954 2.932
21 C -3.526 -7.971 1.998
22 H -3.078 -5.804 8.012
23 H -4.866 -5.650 8.079
24 H -3.837 -4.398 8.694
25 H -1.769 -4.382 6.506
26 H -2.727 -3.011 7.084
27 H -2.084 -2.433 4.793
28 H -3.818 -2.741 4.958
29 H -3.739 -4.652 3.858
30 H -1.739 -5.779 4.766
31 H -0.858 -4.778 3.493
32 H -1.213 -6.854 2.341
33 H -2.179 -5.645 1.706
34 H -3.366 -7.730 0.947
35 H -4.555 -8.249 2.224
36 H -2.910 -8.863 2.114
37 C -3.814 -3.609 -4.425
38 O -3.995 -2.470 -5.270
39 C -3.967 -1.236 -4.562
40 C -3.988 -0.028 -5.595
41 N -4.950 -0.317 -6.685
42 C -4.942 0.728 -7.669
43 C -3.778 0.612 -8.595
44 O -3.887 -0.641 -9.219
45 C -3.071 -0.880 -10.350
46 H -4.497 -3.721 -3.582
47 H -2.813 -3.699 -4.004
48 H -3.866 -4.532 -5.002
49 H -3.092 -1.232 -3.912
50 H -4.868 -1.207 -3.950
51 H -2.986 0.036 -6.020
52 H -4.014 0.925 -5.067
53 H -4.493 -1.083 -7.159
54 H -5.095 1.725 -7.254
55 H -5.854 0.570 -8.244
56 H -2.857 0.852 -8.063
57 H -3.826 1.392 -9.355
58 H -2.012 -0.831 -10.096
59 H -3.290 -0.163 -11.141
60 H -3.313 -1.871 -10.735
61 C 5.603 0.495 -2.826
62 O 5.326 1.764 -3.304
63 C 6.350 2.437 -4.032
64 C 5.817 3.845 -4.389
65 N 4.373 4.032 -4.643
66 C 3.975 3.626 -5.967
67 C 3.849 2.154 -6.334
68 O 3.110 1.470 -5.357
69 C 2.474 0.262 -5.764
70 H 6.534 0.396 -2.268
71 H 5.662 -0.312 -3.556
72 H 4.844 0.258 -2.081
73 H 6.345 1.936 -5.000
74 H 7.337 2.406 -3.571
75 H 6.397 4.265 -5.210
76 H 6.120 4.458 -3.540
77 H 4.217 5.019 -4.490
78 H 4.597 4.067 -6.746
79 H 2.988 4.047 -6.156
80 H 4.799 1.662 -6.543
81 H 3.301 2.145 -7.276
82 H 1.781 -0.067 -4.989
83 H 3.125 -0.602 -5.900
84 H 1.824 0.318 -6.637
85 C 3.997 0.824 3.824
86 O 4.399 1.191 5.156
87 C 3.346 1.143 6.115
88 C 2.396 2.313 6.099
89 N 2.972 3.505 6.613
90 C 1.933 4.544 6.715
91 C 2.462 5.971 6.972
92 O 2.732 6.582 5.761
93 C 3.134 7.951 5.913
94 H 4.505 -0.120 3.626
95 H 4.298 1.596 3.115
96 H 2.954 0.518 3.751
97 H 3.679 1.159 7.153
98 H 2.793 0.212 5.996
99 H 1.490 2.045 6.643
100 H 2.157 2.451 5.045
101 H 3.650 3.848 5.948
102 H 1.279 4.315 7.556
103 H 1.241 4.609 5.875
104 H 3.378 5.931 7.561
105 H 1.696 6.531 7.510
106 H 2.387 8.478 6.507
107 H 3.079 8.385 4.914
108 H 4.114 8.037 6.381
109 C 4.704 -9.163 1.268
110 O 3.984 -8.183 0.487
111 C 4.757 -7.144 -0.075
112 C 3.719 -6.245 -0.819
113 N 3.518 -6.787 -2.166
114 C 2.382 -6.072 -2.799
115 C 2.099 -6.670 -4.211
116 O 1.845 -8.069 -4.210
117 C 0.640 -8.454 -3.619
118 H 5.349 -9.717 0.586
119 H 4.095 -9.873 1.827
120 H 5.399 -8.679 1.955
121 H 5.577 -7.408 -0.742
122 H 5.221 -6.561 0.720
123 H 4.079 -5.225 -0.960
124 H 2.785 -6.189 -0.261
125 H 3.220 -7.725 -1.942
126 H 2.678 -5.081 -3.143
127 H 1.499 -5.993 -2.165
128 H 3.029 -6.539 -4.764
129 H 1.289 -6.130 -4.704
130 H -0.188 -7.880 -4.034
131 H 0.696 -8.287 -2.544
132 H 0.496 -9.523 -3.776
133 C -2.864 9.625 5.146
134 O -3.452 8.705 4.262
135 C -2.637 8.398 3.120
136 C -3.554 7.748 2.037
137 N -4.016 6.356 2.291
138 C -5.316 6.076 1.623
139 C -5.864 4.662 1.867
140 O -4.850 3.665 1.607
141 C -5.406 2.301 1.516
142 H -2.552 10.569 4.699
143 H -2.044 9.161 5.693
144 H -3.604 9.902 5.897
145 H -1.722 7.859 3.364
146 H -2.243 9.331 2.716
147 H -3.168 7.804 1.019
148 H -4.474 8.329 1.979
149 H -4.160 6.288 3.288
150 H -5.251 6.340 0.567
151 H -6.100 6.711 2.036
152 H -6.748 4.500 1.251
153 H -6.267 4.671 2.880
154 H -4.596 1.583 1.387
155 H -5.997 2.157 0.611
156 H -5.979 2.089 2.419


# 3
DFT (ωB97M-V/def2-TZVPD) results for a molecular structure, C19H28LuN4S2 at a distorted geometry.

Values from the calculation:
HOMO-LUMO gap (spin up / spin down) in eV: 5.64 / 5.64
Lowest unoccupied orbital energy (spin up / spin down) in eV: -11.644 / -11.643
HOMO energy (spin up / spin down) in eV: -17.28 / -17.28
Total charge: +3

Atoms and positions in Å:
1 Lu 0.226 0.096 -0.205
2 S 1.509 -2.225 -0.067
3 S 0.940 2.646 -0.497
4 C 3.300 -2.108 0.270
5 C 1.467 -2.401 -1.910
6 C 1.973 -1.191 -2.691
7 N 1.158 0.022 -2.382
8 C 1.769 1.291 -2.884
9 C 1.020 2.499 -2.337
10 H 0.422 -2.640 -2.163
11 H 2.082 -3.279 -2.135
12 H 1.896 -1.407 -3.768
13 H 3.027 -0.982 -2.468
14 H 1.714 1.308 -3.983
15 H 2.829 1.317 -2.601
16 H -0.034 2.488 -2.651
17 H 1.476 3.429 -2.693
18 C 2.710 2.697 0.027
19 H 0.286 -0.088 -2.918
20 H 3.315 1.872 -0.371
21 H 2.696 2.640 1.124
22 H 3.127 3.664 -0.284
23 H 3.377 -1.974 1.355
24 H 3.764 -1.261 -0.246
25 H 3.764 -3.056 -0.025
26 C -4.333 -0.578 -3.315
27 C -4.842 -0.519 -2.074
28 H -4.095 -1.534 -3.796
29 H -4.185 0.329 -3.912
30 H -5.068 -1.427 -1.504
31 H -5.090 0.437 -1.600
32 C 0.596 3.161 4.848
33 C 1.165 1.883 4.962
34 C 0.914 0.908 3.996
35 C 0.068 1.222 2.921
36 C -0.447 2.525 2.758
37 C -0.172 3.492 3.722
38 N -0.261 0.246 1.960
39 N -0.786 -0.911 2.425
40 C -1.614 -1.531 1.503
41 C -2.486 -2.575 1.871
42 C -3.144 -3.282 0.877
43 C -2.912 -2.965 -0.471
44 C -2.110 -1.889 -0.790
45 N -1.534 -1.131 0.186
46 H 0.760 3.904 5.634
47 H 1.814 1.639 5.806
48 H 1.347 -0.089 4.036
49 H -1.076 2.725 1.889
50 H -0.553 4.505 3.596
51 H -2.593 -2.766 2.939
52 H -3.851 -4.077 1.124
53 H -3.381 -3.526 -1.278
54 H -1.944 -1.529 -1.810